(1)
A 2-piece molecular cluster, C16H19IO7 overall in a non-equilibrium geometry. Source: the Open Molecules 2025 dataset; level of theory: ωB97M-V with the def2-TZVPD basis set.

Structure (XYZ):
```
43
Properties=species:S:1:pos:R:3:forces:R:3
H -2.69624 -3.62293 1.35371 0.17 0.13 0.56
H 2.84811 2.99956 -1.14207 -0.58 -1.61 1.79
H -3.24046 -3.68428 -0.26197 -0.20 0.17 -0.83
H -0.40908 2.50172 2.02665 1.49 -1.47 -1.61
C -3.50649 -0.09272 0.21096 3.05 -0.34 -1.47
C 2.53534 2.19761 -0.32804 0.11 0.14 -1.44
C 1.21929 2.79383 0.46161 0.99 1.45 1.65
H 5.18785 -1.03348 0.29438 -2.23 0.84 0.18
C -0.77803 0.87278 0.46912 -3.69 -2.22 -1.55
H 0.88364 1.10213 2.07259 -0.94 1.70 -1.85
H 0.66241 -0.13941 -1.22765 -2.30 0.06 0.86
H 3.80197 -0.49640 -0.89169 0.55 -0.52 2.32
O -0.66597 -3.73999 -0.21256 1.22 0.57 -0.76
C -1.05594 -1.96846 -2.84751 1.00 0.58 1.03
H -2.74008 1.48416 1.90552 0.98 -1.32 -2.04
H -1.04512 -5.49355 0.85667 0.15 0.06 0.57
C 0.58174 4.08092 -0.33299 1.18 0.49 -1.57
H -1.58738 -5.53143 -0.76068 -0.21 -0.08 -0.63
H 0.94991 4.17546 -1.45952 -0.81 -0.47 2.55
C 0.25854 1.79573 1.33276 -1.24 -0.60 -0.30
H -4.64097 -0.15686 0.57174 2.88 0.35 -0.61
C 3.77934 0.66832 1.11024 -0.85 -0.47 6.73
H -3.90766 -1.76592 -1.62898 1.68 1.58 1.35
C -1.56855 -1.02718 -1.59133 -1.01 1.27 2.40
O 3.60447 0.55266 2.43917 1.33 0.88 -8.52
C -2.36968 0.85522 0.98302 0.70 -2.60 -3.31
H 3.33212 -1.54029 0.66992 1.74 1.97 -0.93
H 2.35305 1.18950 -0.89308 -0.07 1.94 1.16
O -3.61064 -5.42510 0.82966 -1.03 0.07 0.29
H -0.68657 -3.01952 -2.42089 -1.16 2.10 -0.31
O 3.72357 2.03911 0.55175 -1.50 -3.30 -0.14
H -1.84306 -2.08287 -3.70585 1.40 0.35 1.76
C 4.06456 -0.70136 0.24157 -0.91 0.74 -0.54
H -0.06933 -1.44748 -3.25492 -2.11 -0.92 0.56
O 1.56977 5.70529 2.79966 -0.07 -4.43 -8.05
C -1.41328 -4.81766 0.06374 -0.80 1.00 0.19
C -3.13982 -1.06394 -1.09048 4.02 2.82 2.25
C -0.43145 -0.07475 -0.81921 -3.38 0.07 1.13
C -2.86868 -4.34773 0.53853 0.72 -1.75 0.15
I -1.58762 4.35131 -0.44180 0.61 -0.39 0.11
O 1.88985 3.57250 1.55659 -1.07 3.35 1.05
O 1.08687 5.34256 0.30034 0.46 -1.96 3.25
C 1.52972 4.99294 1.67134 -0.26 -0.25 2.57
```
Forces are in eV/Å.

Gap between HOMO and LUMO (eV): 1.67
Net charge: -2
Calculated total energy (eV): -39315.1209
Multiplicity: 1

***

(2)
A 2-piece molecular cluster, C3H8O4 overall in a non-equilibrium geometry. Source: the Open Molecules 2025 dataset; level of theory: ωB97M-V with the def2-TZVPD basis set.

Structure (XYZ):
```
15
Properties=species:S:1:pos:R:3:forces:R:3
H 0.65472 1.12420 1.99323 -0.44 0.29 0.06
H -1.55316 -0.01298 0.83146 0.08 0.07 0.09
O -0.63051 -1.79023 -2.12861 -0.20 0.04 -0.33
O -0.40639 -1.71212 0.60947 0.32 -0.82 0.71
C 0.54148 0.46932 1.13576 0.41 0.22 -0.29
C 0.56854 1.25218 -0.14512 0.62 -0.04 0.12
H 0.86105 2.97270 -0.84254 0.33 -0.27 0.23
H 1.47119 -0.09924 1.16038 0.00 -0.35 -0.17
O 1.03964 2.50575 -0.00332 -0.45 0.39 -0.04
H -0.71306 -1.82879 -0.30145 0.07 0.60 -0.13
H -0.79185 -0.64235 2.28875 -0.25 -0.37 0.27
C -0.64677 -0.48783 1.22809 -0.05 0.38 -0.42
H 0.29025 -1.67782 -2.38905 0.06 -0.12 0.14
H -0.96740 -0.88903 -2.20743 0.01 0.02 0.05
O 0.28225 0.81625 -1.22960 -0.50 -0.03 -0.29
```
Forces are in eV/Å.

Gap between HOMO and LUMO (eV): 10.64
Energy relative to the best compared isomer or geometry (same formula, charge and spin) (kcal/mol): 5.8
Net charge: 0
SMILES: O=C(O)CCO.O
Calculated total energy (eV): -11431.0183
Multiplicity: 1

***

(3)
C8H11ClF3INbO3S as an isolated structure in a non-equilibrium geometry. Source: the Open Molecules 2025 dataset; level of theory: ωB97M-V with the def2-TZVPD basis set.

Structure (XYZ):
```
29
Properties=species:S:1:pos:R:3:forces:R:3
C 2.49995 2.98666 0.46210 1.89 -2.67 -1.71
C -1.78331 -2.71485 1.57871 -3.61 4.83 4.11
C -1.17413 1.22231 -0.05272 -0.12 2.84 -0.02
O -3.70388 1.66679 -0.75729 8.57 2.39 -0.02
H 1.27889 0.68289 1.18518 1.59 -0.51 -1.47
H 0.22832 -3.23683 -1.08384 -0.76 0.76 -1.38
Cl -2.02355 3.62793 -1.67766 -0.12 -1.69 0.86
C 3.06388 1.61999 0.11781 -1.23 2.43 2.36
I -1.68315 -4.77715 0.85510 0.02 0.87 0.33
H 0.50974 -2.21986 1.41440 -2.06 0.85 -0.32
H 2.75187 -0.51253 1.07247 -1.35 1.75 -1.29
H -0.62288 -0.75579 1.96216 0.12 -2.22 -1.28
O -0.18989 -2.69041 -1.81924 0.05 1.77 2.50
S -3.08943 -1.59226 -0.91904 -0.06 0.85 1.13
H -1.31940 1.14397 1.12187 -0.22 0.31 -2.50
H 2.14146 -1.40500 -1.05778 -1.11 2.24 0.13
C -0.52070 -1.68076 1.21632 -0.53 -1.19 2.67
H -0.20555 1.89595 -0.22416 -2.06 -1.28 0.33
C 1.58229 -0.36239 -0.93892 1.19 -0.28 0.52
H -0.84231 -0.09962 -2.57649 0.17 0.49 0.07
C -2.41504 2.01614 -0.77045 -5.92 -2.56 1.19
Nb -0.69339 -0.82657 -0.92383 -0.40 -3.69 -2.15
F 2.43461 4.00020 -0.62397 0.57 -2.14 4.29
F 4.44389 1.46581 -0.47414 -4.62 0.64 0.70
H 1.85963 0.28687 -1.87775 -0.53 -1.10 1.88
H -3.82202 -1.03516 0.16739 1.15 -0.41 -1.38
F 2.02076 3.30519 1.84201 0.61 -0.74 -5.08
O -2.84180 -2.30126 2.31433 6.66 -3.00 -4.75
C 2.11515 0.28973 0.46745 2.11 0.49 0.29
```
Forces are in eV/Å.

Gap between HOMO and LUMO (eV): 7.16
Net charge: -1
Calculated total energy (eV): -55768.9395
Multiplicity: 1